(1)
This record from the Open Molecules 2025 dataset describes an isolated ion of composition C10H11N2O3P and charge +2. The level of theory is the ωB97M-V functional and the def2-TZVPD basis.

Properties
* charge: +2
* max |F|: 0.156 hartree/bohr
* LUMO energy: -8.67 eV
* Kohn-Sham gap: 7.87 eV

Cartesian coordinates (Å):
P 4.1200 -1.5243 -0.3734
O 4.6007 -1.7308 1.0833
O 5.2477 -0.5757 -1.2002
O 4.0675 -3.0832 -1.1071
N -4.6783 1.6188 0.6107
N 2.5054 -0.8008 -0.2584
C -3.8797 1.2976 1.7756
C -0.0956 -1.1544 -0.5655
C -4.2248 1.5643 -0.7509
C -2.7505 1.1431 -1.0751
C 2.3039 0.5649 0.2141
C -1.8401 0.7907 0.1291
C 1.3757 -1.6477 -0.6605
C -2.3871 0.8558 1.6116
C -0.3216 0.3040 -0.0139
C 0.8946 1.2071 0.3677
H -5.6524 1.9332 0.7745
H 6.1234 -1.0165 -1.0074
H 1.5273 -2.7241 -1.0402
H 3.4618 -3.5856 -0.4956
H -1.0060 -1.8037 -0.8451
H -4.3316 1.3680 2.8212
H -1.7193 0.5690 2.5073
H -4.9254 1.8420 -1.6165
H -2.3449 1.0736 -2.1359
H 0.7299 2.2853 0.7407
H 3.1996 1.2294 0.5103

Results of the natural (NBO) charge analysis, in e, for atoms 1 through 5: number 1, P, carries 2.330; number 2, O, carries -1.007; number 3, O, carries -0.920; number 4, O, carries -0.891; number 5, N, carries -0.466

=====

(2)
This record from the Open Molecules 2025 dataset describes the molecule C10H11N3. The level of theory is the ωB97M-V functional and the def2-TZVPD basis.

Properties
* max |F|: 0.093 hartree/bohr
* LUMO energy (alpha / beta): -0.12 / -0.12 eV
* Kohn-Sham gap (alpha / beta): 6.94 / 6.94 eV
* energy relative to the best compared isomer or geometry (same formula, charge and spin): 135.89 kcal per mole

Cartesian coordinates (Å):
N 0.4931 -1.4064 0.1790
N 0.5845 -2.6178 0.0289
N -0.1629 1.3551 0.5619
C -1.9825 -1.5487 -1.0255
C 3.5072 0.0733 1.5919
C -1.8581 1.8199 -1.1334
C -1.1946 -0.4426 -0.6380
C 1.7399 1.5918 1.8444
C 0.9124 0.7394 1.0806
C 2.7210 -0.8815 1.0347
C -0.9137 0.8158 -0.3797
C 1.3696 -0.6052 0.7971
C 3.0252 1.2780 2.1021
H -2.4706 -1.2357 -1.9686
H 1.3019 2.4843 2.1313
H -0.1938 -2.9129 -0.5304
H 3.5365 1.9943 2.8459
H -1.4125 -2.5495 -1.2832
H -1.9110 2.8324 -0.6074
H 4.5890 -0.1751 1.7517
H -2.6626 -1.7719 -0.1902
H 3.0385 -1.9019 0.8138
H -1.4966 1.9855 -2.1648
H -2.8381 1.3840 -1.1939

Results of the natural (NBO) charge analysis, in e, for atoms 1 through 5: number 1, N, carries -0.020; number 2, N, carries -0.378; number 3, N, carries -0.540; number 4, C, carries -0.704; number 5, C, carries -0.257